Entry 1:
Molecular formula: C3H11NSi
Method: DFT, ωB97M-V with the def2-TZVPD basis set

Geometry as ORCA input:
```
! wB97M-V def2-TZVPD RIJCOSX def2/J DEFGRID3
* xyz 0 1
C 0.075 -1.629 -0.431
C -1.722 -0.754 0.799
C 1.773 1.701 -0.784
N -0.653 -0.356 -0.095
Si 0.177 1.179 0.228
H 0.600 -1.748 -1.481
H 0.791 -1.975 0.272
H -0.611 -2.469 -0.357
H -2.485 -1.322 0.272
H -1.259 -1.500 1.583
H -2.197 0.035 1.365
H 2.195 0.682 -1.115
H 1.556 2.350 -1.622
H 2.459 2.089 0.020
H 0.549 1.216 1.567
H -1.249 2.501 -0.220
*
```

Computed properties:
Frontier orbital gap in hartree: 0.35059
Molecular weight in g mol⁻¹: 89.21
LUMO energy in eV: 0.9
Energy relative to the best compared isomer or geometry (same formula, charge and spin) in eV: 2.147
DFT total energy in eV: -12654.9979

Löwdin atomic charge list, values in e, 2 entries: -0.162, -0.207

***

Entry 2:
Molecular formula: C3H11O
Method: DFT, ωB97M-V with the def2-TZVPD basis set

Geometry as ORCA input:
```
! wB97M-V def2-TZVPD RIJCOSX def2/J DEFGRID3
* xyz 1 1
O 2.893 -0.080 -1.315
H 2.345 0.693 -1.300
H 3.835 0.103 -1.095
H 2.738 -0.580 -2.145
C -0.616 -0.493 1.650
C -1.448 0.571 0.811
C -1.301 0.043 -0.778
H -0.969 -1.542 1.768
H -0.659 -0.188 2.685
H 0.444 -0.586 1.359
H -1.038 1.580 0.713
H -2.485 0.561 1.017
H -1.496 0.906 -1.525
H -0.234 -0.234 -0.905
H -2.010 -0.754 -0.940
*
```

Computed properties:
Frontier orbital gap in hartree: 0.30193
Molecular weight in g mol⁻¹: 63.12
LUMO energy in eV: -5.5
Energy relative to the best compared isomer or geometry (same formula, charge and spin) in eV: 1.165
DFT total energy in eV: -5327.2690

Löwdin atomic charge list, values in e, 2 entries: 0.376, 0.169

***

- The highest energy relative to the best compared isomer or geometry (same formula, charge and spin) belongs to which entry?
  C3H11NSi

***

- What is the LUMO energy in the second record?
  -5.5 eV